DFT (ωB97M-V with the def2-TZVPD basis set) results for an isolated molecule of C5H9NO2S at a distorted geometry.

* electronic energy: -21747.388 eV
* charge: 0
* Kohn-Sham gap (alpha / beta): 8.14 / 8.14 eV
* E_HOMO (alpha / beta): -8.5 / -8.5 eV
* E_LUMO (alpha / beta): -0.36 / -0.35 eV
* molecular weight: 147.20 u

Last column: Löwdin charge in e.
CARTESIAN COORDINATES (ANGSTROEM)
C1 -1.41027 -0.73680 -0.59138  -0.572
C2 -0.13292 -1.07209 0.05964  -0.016
C3 0.85563 1.09872 -0.06370  -0.366
C4 -0.14721 -1.45443 1.52780  -0.090
C5 1.66924 1.01771 -1.26667  -0.160
N1 -1.57719 0.59841 -0.73682  -0.087
O1 -2.14914 -1.61768 -1.01149  0.072
O2 -0.94156 1.89430 1.45927  -0.482
S1 -0.65603 1.94639 0.04533  0.932
H1 0.65595 -1.54769 -0.51889  0.116
H2 1.37516 1.16257 0.79236  0.042
H3 -0.61190 -0.77115 2.25665  0.082
H4 0.67112 -1.87438 2.08793  0.067
H5 -0.85193 -2.28621 1.76367  0.093
H6 2.24012 0.05783 -1.09416  0.094
H7 2.46709 1.80380 -1.50570  0.105
H8 1.05899 0.92759 -2.10887  0.047
H9 -2.51517 0.85313 -1.09496  0.122

---

DFT (ωB97M-V with the def2-TZVPD basis set) results for a 2-piece molecular cluster, C2H8NO overall at a distorted geometry.

* electronic energy: -5740.227 eV
* charge: -1
* Kohn-Sham gap: 6.51 eV
* E_HOMO: -2.4 eV
* E_LUMO: 4.15 eV
* molecular weight: 62.09 u

Last column: Löwdin charge in e.
CARTESIAN COORDINATES (ANGSTROEM)
O1 -0.79017 1.52532 2.38921  -0.644
H1 -1.26989 1.48142 3.23746  -0.217
C1 0.89480 -0.66386 0.34825  -0.165
N1 0.26779 0.42689 -0.43568  -0.182
C2 -0.34801 -0.08268 -1.64959  -0.196
H2 0.16769 -0.91979 1.12236  0.063
H3 1.75504 -0.26665 0.88773  0.059
H4 1.23912 -1.49518 -0.26846  0.055
H5 -0.42795 0.80017 0.21754  0.048
H6 -0.84858 -1.05777 -1.47456  0.059
H7 -1.10733 0.58520 -2.04188  0.062
H8 0.46750 -0.33308 -2.33239  0.058

---

DFT (ωB97M-V with the def2-TZVPD basis set) results for a 2-piece molecular cluster, C4H5NO overall at a distorted geometry.

* electronic energy: -7764.265 eV
* charge: 0
* Kohn-Sham gap: 10.02 eV
* E_HOMO: -9.1 eV
* E_LUMO: 0.92 eV
* molecular weight: 83.09 u

Last column: Löwdin charge in e.
CARTESIAN COORDINATES (ANGSTROEM)
C1 -1.20660 -0.62062 0.56873  -0.108
C2 -0.10212 0.39049 0.69823  -0.224
C3 1.59391 -0.50404 -0.94316  0.025
O1 1.76700 -1.62266 -0.85176  0.110
C4 0.10175 1.38320 -0.15157  -0.255
N1 0.57416 2.00339 -1.09787  0.107
H1 -1.99370 -0.40769 1.29675  0.071
H2 -1.64907 -0.61535 -0.43274  0.083
H3 -0.82544 -1.62974 0.76996  0.073
H4 0.51043 0.38071 1.59535  0.112
H5 1.22968 1.24234 -1.45192  0.006

---

DFT (ωB97M-V with the def2-TZVPD basis set) results for a 5-piece molecular cluster, C10H30O10 overall at a distorted geometry.

* electronic energy: -31328.013 eV
* charge: 0
* Kohn-Sham gap: 9.71 eV
* E_HOMO: -9.4 eV
* E_LUMO: 0.35 eV
* SMILES string: OCCO.OCCO.OCCO.OCCO.OCCO
* molecular weight: 310.34 u

Last column: Löwdin charge in e.
CARTESIAN COORDINATES (ANGSTROEM)
C1 -14.05212 -1.13756 4.13171  -0.251
C2 -15.22674 -2.05058 3.71098  -0.206
O1 -16.44628 -1.45673 4.16471  -0.077
O2 -12.83507 -1.83546 3.93374  -0.061
H1 -14.10298 -0.79462 5.16856  0.108
H2 -14.12687 -0.23969 3.50972  0.122
H3 -15.07692 -3.04936 4.12482  0.121
H4 -15.13709 -2.15208 2.63187  0.126
H5 -16.44070 -1.58138 5.11864  0.102
H6 -12.27012 -1.44223 3.26779  0.086
C3 -19.20540 2.24783 3.51193  -0.228
C4 -18.28836 1.30948 2.75384  -0.239
O3 -18.62469 -0.04806 3.06054  -0.083
O4 -18.60089 3.54944 3.62069  -0.088
H7 -19.57220 1.95068 4.49370  0.120
H8 -20.09477 2.45808 2.91271  0.115
H9 -17.25977 1.61503 2.97046  0.108
H10 -18.43850 1.44368 1.67929  0.116
H11 -17.80299 -0.46989 3.37111  0.033
H12 -18.04729 3.64759 4.40163  0.036
C5 -15.58579 4.57771 10.89783  -0.258
C6 -14.39292 3.76592 10.45211  -0.248
O5 -13.32743 4.01095 11.36643  -0.046
O6 -15.99795 4.16135 12.19934  -0.063
H13 -16.43287 4.59804 10.20737  0.121
H14 -15.27372 5.62711 10.99996  0.107
H15 -14.11559 4.09652 9.45187  0.103
H16 -14.80166 2.74981 10.44188  0.125
H17 -13.23112 3.18500 11.85306  0.090
H18 -16.90071 4.45253 12.34409  0.082
C7 -14.86761 2.61621 6.51745  -0.232
C8 -16.14973 2.83559 5.75463  -0.253
O7 -16.84995 3.91816 6.33117  -0.062
O8 -14.01180 3.73313 6.27574  -0.070
H19 -14.27980 1.71305 6.30464  0.108
H20 -14.99914 2.53510 7.60446  0.108
H21 -16.72737 1.91068 5.75465  0.124
H22 -15.90321 3.02814 4.70525  0.120
H23 -16.18384 4.61213 6.49122  0.052
H24 -13.28907 3.85594 6.88884  0.079
C9 -14.73042 7.41418 7.20660  -0.233
C10 -14.81066 8.04904 8.58756  -0.199
O9 -16.22089 8.21738 8.86754  -0.093
O10 -15.72731 6.45329 6.99945  -0.072
H25 -13.74335 6.95495 7.09002  0.121
H26 -14.82891 8.24150 6.49076  0.123
H27 -14.46421 9.08091 8.62573  0.118
H28 -14.39207 7.43710 9.38926  0.108
H29 -16.43848 8.45602 9.76785  0.086
H30 -16.38655 6.52170 7.70910  0.091

---

DFT (ωB97M-V with the def2-TZVPD basis set) results for C3H3N3O3 as an isolated structure at a distorted geometry.

* electronic energy: -13767.330 eV
* charge: 0
* Kohn-Sham gap: 8.99 eV
* E_HOMO: -9.5 eV
* E_LUMO: -0.47 eV
* molecular weight: 129.07 u

Last column: Löwdin charge in e.
CARTESIAN COORDINATES (ANGSTROEM)
C1 -0.86757 -0.22914 -0.63261  -0.331
C2 1.30285 0.22448 -1.26682  -0.118
C3 0.78749 0.55729 0.88871  -0.398
H1 -2.25301 -1.26978 0.87879  0.269
H2 2.06400 -0.06305 -2.05793  0.171
H3 1.67344 1.27023 2.27136  0.040
N1 -2.01411 -0.64075 -1.04313  -0.003
N2 1.71567 0.64549 -0.12258  0.159
N3 0.78046 0.89893 2.11782  0.190
O1 -2.88561 -0.97448 -0.14745  -0.078
O2 0.00658 0.05220 -1.61399  0.093
O3 -0.31019 -0.47142 0.72783  0.006

---

DFT (ωB97M-V with the def2-TZVPD basis set) results for an isolated molecule of C6H10 at a distorted geometry.

* electronic energy: -6381.969 eV
* charge: 0
* Kohn-Sham gap: 9.24 eV
* E_HOMO: -8.3 eV
* E_LUMO: 0.98 eV
* SMILES string: C=C/C(C)=C/C
* molecular weight: 82.15 u

Last column: Löwdin charge in e.
CARTESIAN COORDINATES (ANGSTROEM)
C1 -0.44081 -0.37220 -1.47827  -0.140
C2 0.46506 -1.05540 -2.20192  0.008
C3 0.83247 0.57862 0.46027  -0.114
C4 -0.25963 0.00578 -0.04451  -0.312
C5 -1.50156 -0.07750 0.83530  -0.072
C6 0.98368 0.87428 1.97247  -0.092
H1 -1.48099 -0.30481 -1.79868  0.093
H2 1.49422 -0.71144 -2.22297  0.057
H3 0.16802 -1.76355 -2.96046  0.045
H4 1.80916 0.62199 -0.02679  0.101
H5 -1.93036 0.90551 1.07946  0.087
H6 -1.38667 -0.58581 1.79707  0.077
H7 -2.29997 -0.60391 0.30542  0.067
H8 0.13047 1.48931 2.28933  0.068
H9 1.85564 1.45952 2.18769  0.056
H10 0.90986 -0.08833 2.45055  0.069